DFT (ωB97M-V/def2-TZVPD) results for C35H55N2NiO2P2 as an isolated structure at a distorted geometry.

LUMO energy (spin up / spin down): -2.8 / -3.9 eV
Frontier orbital gap (spin up / spin down): 0.2486 / 0.2413 Ha
Charge: +1
E_HOMO (spin up / spin down): -0.3508 / -0.3834 hartree
Electronic energy: -103875.1382 eV
2S+1: 3

Structure (XYZ):
```
97
Properties=species:S:1:pos:R:3:forces:R:3
C 0.494 -1.523 -2.751 0.41 -0.30 -0.25
C 1.645 -2.324 -0.861 0.68 0.33 -0.53
C 1.167 -2.446 -3.570 -0.03 0.35 0.36
C 2.552 -2.994 -1.695 -0.35 -0.85 0.57
C 2.234 -3.157 -3.030 -0.02 0.32 -0.27
H 0.881 -2.530 -4.617 0.11 -0.08 0.24
H 3.359 -3.542 -1.211 -0.14 0.00 -0.29
H 2.801 -3.838 -3.646 0.14 0.05 -0.08
N 0.757 -1.463 -1.424 -1.18 -0.45 -0.75
P -0.894 0.841 -2.286 0.28 0.56 -0.95
P 0.418 -1.627 1.490 -0.73 0.06 0.96
C -0.536 -0.586 -3.404 0.22 -0.15 0.23
H -0.186 -0.237 -4.395 0.03 -0.26 0.49
H -1.480 -1.125 -3.613 0.43 0.06 0.30
C 1.651 -2.580 0.575 2.29 4.44 -1.05
H 2.647 -2.493 1.015 0.06 -0.93 -0.21
C 1.026 -0.868 3.269 0.22 -0.76 -0.43
C -0.256 -3.364 1.758 -0.16 0.45 0.50
C 0.406 2.119 -2.869 -0.59 -0.11 -0.19
C -2.624 1.375 -2.856 0.34 0.09 -0.09
C 0.756 0.635 3.432 -0.04 0.30 -0.36
H -0.309 0.882 3.354 0.25 -0.08 -0.06
H 1.090 0.952 4.441 -0.12 -0.31 -0.44
H 1.310 1.242 2.705 -0.24 -0.17 0.23
C 0.298 -1.555 4.434 0.03 -0.06 0.18
H -0.785 -1.372 4.397 0.30 -0.08 -0.02
H 0.489 -2.631 4.484 -0.09 0.23 -0.02
H 0.651 -1.122 5.387 0.01 -0.06 -0.37
C 2.534 -1.081 3.374 0.26 0.08 0.26
H 2.879 -0.677 4.342 -0.03 -0.06 -0.33
H 2.822 -2.138 3.360 -0.03 0.18 -0.04
H 3.067 -0.546 2.573 -0.10 -0.20 0.28
C -1.529 -3.394 2.574 -0.46 -0.54 0.27
H -2.282 -2.721 2.148 0.11 -0.21 0.16
H -1.912 -4.423 2.507 -0.17 0.25 0.21
H -1.379 -3.154 3.628 -0.10 -0.11 -0.30
C -0.601 -3.930 0.367 0.09 -0.14 -0.14
H -1.303 -3.282 -0.169 0.02 -0.19 0.09
H 0.284 -4.073 -0.264 -0.44 -0.11 0.18
H -1.038 -4.922 0.500 -0.18 0.07 0.02
C 0.917 -4.152 2.396 0.17 -0.60 0.20
H 1.878 -3.613 2.448 -0.73 -0.33 0.24
H 0.701 -4.479 3.415 -0.17 -0.18 -0.14
H 1.132 -5.023 1.766 -0.08 -0.12 0.32
C -2.960 2.695 -2.150 -0.30 0.14 -0.04
H -4.005 2.958 -2.378 0.21 -0.04 0.04
H -2.879 2.589 -1.059 0.08 0.05 -0.21
H -2.335 3.532 -2.485 -0.21 -0.26 0.03
C -3.624 0.314 -2.386 -0.05 0.05 0.39
H -3.385 -0.686 -2.759 -0.08 0.05 0.06
H -3.679 0.285 -1.291 -0.11 0.02 -0.42
H -4.622 0.583 -2.763 0.23 -0.08 0.09
C -2.793 1.502 -4.380 -0.13 0.29 -0.09
H -3.870 1.550 -4.592 0.20 -0.05 0.01
H -2.356 2.418 -4.793 -0.12 -0.39 0.13
H -2.393 0.637 -4.921 -0.07 0.15 0.06
C 1.805 1.481 -2.930 0.10 0.01 0.25
H 2.503 2.215 -3.360 -0.20 -0.17 0.03
H 2.191 1.227 -1.941 -0.15 -0.09 -0.30
H 1.835 0.580 -3.548 0.04 0.15 -0.04
C 0.409 3.273 -1.857 0.19 0.23 0.01
H 0.706 2.934 -0.862 -0.15 0.17 -0.31
H 1.137 4.028 -2.189 -0.15 -0.08 0.06
H -0.567 3.762 -1.759 0.31 -0.09 -0.11
C 0.108 2.651 -4.278 0.31 0.28 -0.09
H -0.044 1.844 -5.008 -0.05 0.23 0.16
H -0.741 3.341 -4.304 0.18 -0.21 0.04
H 0.989 3.219 -4.616 -0.22 -0.08 0.05
Ni -0.387 -0.108 -0.270 -0.78 -0.55 0.39
C -2.174 -0.547 0.188 -2.06 -2.53 1.22
O -3.053 -1.253 0.489 2.34 1.96 -0.98
N 1.102 1.089 0.290 6.62 1.59 0.02
C 2.301 1.294 0.304 -6.44 -3.60 0.78
C 3.697 1.137 0.535 2.24 0.81 -0.17
C 4.241 2.405 0.849 -0.34 -0.49 -0.56
C 4.608 0.022 0.355 0.02 0.61 -0.26
C 5.598 2.648 0.887 0.20 -0.51 0.18
H 3.512 3.202 0.958 0.29 0.15 0.10
C 6.001 0.254 0.410 -0.28 1.18 0.35
H 4.308 -1.010 0.137 -0.36 0.63 0.01
C 6.479 1.566 0.673 -0.07 0.52 0.11
H 5.889 3.690 1.082 0.37 -0.75 -0.09
H 6.770 -0.527 0.238 -0.97 0.37 0.17
H 7.558 1.795 0.724 -0.66 -0.45 -0.16
C -3.929 1.624 3.480 -0.16 -0.43 -0.23
C -5.116 2.131 2.639 0.54 0.40 -0.21
C -4.744 1.762 1.194 -0.38 -0.27 -0.31
O -3.348 1.429 1.133 -0.45 0.57 0.83
C -2.804 1.398 2.459 0.44 0.31 0.06
H -3.631 2.329 4.260 -0.08 -0.13 -0.13
H -4.184 0.672 3.955 0.02 0.16 0.01
H -5.197 3.220 2.729 -0.07 -0.18 0.02
H -6.064 1.688 2.936 0.03 0.04 0.01
H -5.320 0.888 0.848 0.14 0.17 0.07
H -4.933 2.589 0.493 0.06 -0.20 0.17
H -2.037 2.187 2.531 -0.16 -0.20 -0.06
H -2.302 0.432 2.623 -0.14 0.18 -0.12
```
Positions in Å, forces in eV/Å.

The computed Mulliken charges, all in e, follow:
1. C -0.08
2. C -0.78
3. C -0.73
4. C -0.85
5. C -0.96
6. H 0.56
7. H 0.57
8. H 0.46
9. N 1.00
10. P 0.13
11. P 1.75
12. C -1.84
13. H 0.67
14. H 0.77
15. C -1.30
16. H 0.85
17. C 2.41
18. C 1.73
19. C 2.08
20. C 2.64
21. C -1.33
22. H 0.07
23. H 0.53
24. H 0.21
25. C -1.95
26. H 0.23
27. H 0.31
28. H 0.56
29. C -1.93
30. H 0.53
31. H 0.32
32. H 0.26
33. C -1.57
34. H 0.07
35. H 0.55
36. H 0.37
37. C -1.54
38. H 0.07
39. H 0.34
40. H 0.68
41. C -1.63
42. H 0.28
43. H 0.38
44. H 0.36
45. C -2.16
46. H 0.55
47. H 0.37
48. H 0.23
49. C -1.41
50. H 0.31
51. H 0.07
52. H 0.61
53. C -1.63
54. H 0.54
55. H 0.33
56. H 0.24
57. C -1.65
58. H 0.63
59. H -0.04
60. H 0.28
61. C -1.53
62. H 0.07
63. H 0.52
64. H 0.22
65. C -1.79
66. H 0.30
67. H 0.29
68. H 0.55
69. Ni -0.21
70. C 0.53
71. O -0.55
72. N -0.37
73. C 0.18
74. C 0.39
75. C -0.65
76. C 0.48
77. C -0.79
78. H 0.46
79. C -1.05
80. H 0.40
81. C -0.27
82. H 0.38
83. H 0.40
84. H 0.38
85. C -0.84
86. C -0.70
87. C -0.51
88. O -0.21
89. C 1.00
90. H 0.34
91. H 0.32
92. H 0.27
93. H 0.32
94. H 0.32
95. H 0.29
96. H 0.33
97. H -0.77